# 1
{"formula": "C36H24ClF10N8O7PS2Zr", "method": "ωB97M-V with the def2-TZVPD basis set", "species": ["C", "N", "H", "Zr", "H", "F", "H", "C", "N", "C", "C", "C", "H", "C", "C", "H", "O", "H", "C", "P", "C", "F", "C", "H", "N", "N", "Cl", "H", "H", "O", "C", "H", "N", "F", "C", "C", "O", "F", "C", "F", "O", "C", "H", "C", "C", "H", "F", "H", "F", "N", "C", "O", "C", "C", "N", "C", "H", "O", "C", "C", "F", "C", "C", "H", "H", "H", "C", "H", "H", "C", "F", "H", "N", "C", "C", "C", "C", "S", "C", "H", "H", "O", "H", "C", "C", "C", "S", "H", "F", "C"], "xyz": [[1.482, 4.231, 3.229], [5.181, -2.771, -0.749], [4.146, -5.619, -1.040], [-1.027, 0.159, 1.520], [0.589, 0.020, -8.131], [-3.096, 0.881, 3.248], [-0.836, 1.049, -1.632], [-2.776, -2.230, -1.832], [3.252, -3.774, -0.556], [0.451, -1.047, -4.471], [1.767, -1.500, -8.024], [-1.669, 5.905, 4.434], [1.698, -0.699, 5.342], [-2.827, 0.314, -1.958], [-1.318, -2.323, -0.205], [-0.311, -0.554, -6.400], [-2.943, -5.140, -1.911], [2.267, -3.805, -0.312], [-3.402, 2.812, -2.975], [-3.947, -0.016, 2.239], [-1.840, 1.284, -1.969], [-2.506, 4.009, 2.473], [1.941, 2.368, 1.613], [1.751, -0.755, 3.571], [-2.480, -0.980, -1.410], [-4.189, 6.076, 3.899], [-3.825, -2.542, -3.115], [-0.432, -4.744, -0.274], [-3.626, 3.788, -3.387], [-1.065, -5.317, -0.751], [-0.181, -2.576, 0.759], [-0.576, -0.772, 4.434], [4.496, 2.082, 1.851], [-4.393, -0.916, 1.050], [-3.064, 5.975, 4.135], [3.867, -2.653, -0.835], [2.480, -2.271, -8.591], [-5.056, 1.041, 2.035], [2.599, -2.151, -4.422], [2.778, 4.284, 3.534], [0.005, -1.655, 1.650], [-0.772, 5.050, 3.713], [-1.521, 1.269, 5.474], [-4.101, 0.570, -2.430], [-1.212, 4.153, 2.729], [-1.371, 3.310, -2.471], [-2.508, -1.101, 2.340], [-0.264, 0.539, 6.487], [1.141, 5.828, 4.857], [-1.591, -1.038, -0.411], [0.619, 5.041, 3.927], [0.542, -3.540, 0.563], [-2.136, 2.543, -2.469], [1.372, 1.358, 0.877], [0.790, 0.540, 0.258], [-2.031, -3.133, -1.094], [5.823, -2.009, -0.891], [-0.342, 0.817, 3.129], [4.213, -4.858, -0.268], [1.052, 3.338, 2.248], [-4.632, -0.852, 3.341], [-1.245, 6.777, 5.479], [0.522, -0.990, -5.859], [3.405, -2.614, -3.865], [2.038, 0.776, 4.423], [-5.371, 2.034, -3.331], [3.358, 2.262, 1.786], [6.047, -4.074, 0.682], [6.265, -4.570, -0.999], [-4.378, 1.825, -2.953], [-2.929, 0.871, 0.994], [3.997, -5.315, 0.693], [-0.970, 7.495, 6.339], [-0.456, 1.040, 5.538], [1.628, -1.498, -6.524], [1.493, -1.626, -3.761], [-0.019, 0.161, 4.396], [3.111, -1.145, -1.303], [2.661, -2.084, -5.800], [-0.414, -0.646, -3.952], [3.506, -2.492, -6.341], [1.054, -0.589, -8.718], [0.105, 1.980, 5.519], [-0.327, 3.387, 2.029], [5.573, -4.124, -0.294], [1.458, -0.151, 4.430], [1.278, -1.732, -2.006], [-4.879, -0.177, -2.369], [-0.877, 2.542, 1.080], [-2.068, -4.618, -1.287]], "lowdin_charge": [-0.15, 0.06, 0.13, 1.90, 0.10, -0.11, 0.09, -0.56, 0.07, -0.09, -0.47, -0.10, 0.10, -0.21, -0.18, 0.12, 0.12, 0.10, -0.05, 0.28, -0.05, 0.14, -0.15, 0.07, -0.03, 0.21, 0.89, 0.07, 0.11, 0.14, -0.54, 0.13, 0.16, -0.06, -0.17, -0.67, 0.15, -0.03, -0.08, 0.13, -0.14, -0.04, 0.08, -0.03, -0.15, 0.12, -0.27, 0.10, 0.15, -0.01, -0.14, 0.04, -0.05, -0.18, 0.04, -0.04, 0.16, -0.37, -0.07, -0.04, -0.02, -0.17, 0.00, 0.10, 0.09, 0.12, -0.21, 0.13, 0.13, -0.05, -0.30, 0.13, 0.21, -0.03, -0.12, -0.56, -0.46, 0.75, 0.01, 0.10, 0.13, 0.13, 0.09, -0.13, -0.08, -0.03, 0.71, 0.10, -0.01, -0.48], "e_lumo_ha": [-0.125, -0.172], "homo_energy_ev": [-10.3, -11.0], "relative_energy_kj_mol": 139.7, "multiplicity": 2, "energy_ha": -4994.7496, "total_charge": 1, "orbital_gap_ev": [6.88, 6.36]}

---

# 2
{"formula": "C36H24N10STi", "method": "ωB97M-V with the def2-TZVPD basis set", "species": ["H", "H", "H", "H", "C", "C", "C", "N", "C", "C", "C", "C", "C", "C", "H", "H", "H", "N", "H", "C", "H", "C", "Ti", "H", "C", "H", "C", "C", "N", "H", "H", "C", "H", "C", "N", "C", "C", "H", "H", "S", "C", "C", "C", "N", "H", "C", "C", "C", "C", "C", "N", "H", "N", "N", "C", "H", "C", "C", "H", "N", "H", "C", "C", "H", "C", "H", "H", "C", "C", "C", "N", "C"], "xyz": [[1.184, 6.058, -3.888], [5.279, -1.081, 2.747], [2.468, -3.500, 4.402], [2.798, -1.514, -4.199], [0.666, -4.438, 5.131], [-6.522, -0.162, 1.114], [-2.772, -0.490, 1.445], [1.921, 0.134, 0.521], [2.738, 0.875, -0.310], [6.469, 0.904, 0.246], [-0.729, -4.488, 5.069], [0.694, 3.164, -2.261], [2.758, -2.557, -1.574], [1.090, -1.645, 2.622], [1.186, -5.131, 5.779], [0.739, -1.169, -5.352], [3.501, -1.754, -1.586], [-2.392, -1.381, 2.334], [7.415, 1.289, -0.107], [-1.116, 2.025, -1.472], [-7.472, -0.482, 1.513], [-1.134, -1.676, 2.579], [-0.018, 0.042, 0.457], [3.263, -3.505, -1.764], [-5.316, 1.126, -0.537], [-2.520, -3.670, 4.187], [-6.505, 0.676, 0.000], [-0.726, 5.192, -3.475], [-1.951, 0.213, 0.589], [7.391, -0.124, 1.884], [2.276, -2.599, -0.594], [-1.444, -3.629, 4.256], [-5.286, 1.801, -1.378], [5.300, 1.223, -0.416], [-0.019, -1.065, 2.048], [4.112, 0.695, 0.075], [0.700, -2.003, -4.650], [2.473, 4.234, -2.806], [5.297, 1.865, -1.282], [-0.332, -2.104, -0.872], [0.680, -2.668, 3.552], [-1.435, 4.158, -2.902], [-5.355, -0.596, 1.714], [-0.124, -1.673, -3.503], [-1.252, 6.000, -3.960], [1.396, 4.210, -2.845], [-2.756, 0.914, -0.276], [1.103, 2.034, -1.470], [2.730, -0.500, 1.444], [0.670, 5.222, -3.440], [1.750, -2.339, -2.572], [-1.123, -1.550, -3.557], [-2.376, 1.750, -1.217], [-0.006, 1.375, -0.976], [1.389, -3.539, 4.371], [-1.251, -5.224, 5.662], [-0.730, -2.702, 3.507], [-4.139, 0.673, 0.040], [2.478, -3.256, -4.306], [2.348, -1.349, 2.374], [-2.513, 4.133, -2.915], [4.105, -0.151, 1.205], [-0.716, 3.147, -2.277], [-7.443, 0.969, -0.447], [6.459, 0.088, 1.381], [-5.368, -1.223, 2.590], [0.299, -2.882, -5.168], [-4.152, -0.194, 1.150], [0.485, -1.979, -2.345], [5.287, -0.453, 1.870], [2.362, 1.738, -1.230], [2.061, -2.295, -3.992]], "lowdin_charge": [0.10, 0.11, 0.11, 0.13, -0.09, -0.08, -0.28, 0.00, -0.30, -0.09, -0.09, -0.10, -0.03, -0.28, 0.10, 0.12, 0.10, 0.21, 0.10, -0.27, 0.10, -0.29, 0.90, 0.10, -0.01, 0.11, -0.08, -0.09, -0.02, 0.10, 0.06, -0.01, 0.11, -0.02, -0.03, -0.12, -0.12, 0.11, 0.11, 0.76, -0.10, -0.01, -0.01, 0.04, 0.10, -0.02, -0.27, -0.29, -0.29, -0.08, -0.14, 0.14, 0.19, 0.01, -0.02, 0.10, -0.10, -0.10, 0.13, 0.20, 0.11, -0.11, -0.11, 0.10, -0.09, 0.11, 0.12, -0.09, -0.74, -0.02, 0.20, -0.10], "e_lumo_ha": [-0.022, -0.053], "homo_energy_ev": [-5.7, -5.9], "multiplicity": 3, "energy_ha": -3181.6744, "orbital_gap_ev": [5.07, 4.43]}

---

# 3
{"formula": "C36H24N4O3PReS3", "method": "ωB97M-V with the def2-TZVPD basis set", "species": ["H", "N", "C", "H", "H", "C", "H", "C", "H", "C", "C", "N", "C", "C", "C", "C", "H", "H", "C", "C", "S", "C", "H", "C", "C", "H", "H", "C", "H", "Re", "H", "C", "C", "H", "S", "N", "N", "O", "H", "H", "C", "C", "H", "H", "C", "C", "C", "O", "C", "C", "C", "H", "C", "S", "H", "C", "H", "C", "H", "H", "C", "P", "C", "H", "H", "C", "C", "O", "C", "C", "C", "C"], "xyz": [[-1.504, 2.301, -1.383], [-1.207, 0.291, 2.402], [-0.703, -4.307, -3.834], [-2.147, 1.347, 0.903], [-3.471, 2.767, 2.409], [-2.330, 1.624, -1.536], [1.272, 2.884, -4.469], [-0.482, -1.915, -3.616], [-0.895, -5.394, -1.976], [-0.552, -2.017, -2.230], [-2.066, 1.228, 1.970], [0.191, -1.804, 3.125], [1.577, 1.888, 0.510], [-0.782, -4.431, -2.457], [0.770, 0.443, -2.176], [-2.116, 0.241, -1.533], [-3.196, 2.480, 4.884], [-0.548, 1.738, -3.283], [0.475, 1.447, -3.093], [1.827, 3.151, -0.039], [0.011, 1.218, 0.677], [4.197, 2.849, 0.386], [-0.743, -5.191, -4.457], [-0.714, -3.287, -1.679], [-1.836, 0.841, 4.639], [-0.557, -0.925, 6.268], [2.323, -0.763, -1.312], [1.504, 2.093, -3.767], [4.729, 0.992, 1.315], [0.008, -0.967, 1.143], [1.269, -3.455, 2.516], [-0.153, -1.509, 5.454], [3.927, 1.608, 0.927], [-3.070, -1.685, -1.697], [-0.658, -3.416, 0.068], [6.642, 3.680, 0.261], [3.589, 5.940, -1.183], [-0.864, -4.756, 0.484], [0.998, 3.741, -0.408], [-3.759, 3.206, -1.759], [-3.206, -0.612, -1.714], [-0.335, -1.106, 4.144], [-5.310, -0.771, -2.056], [-5.669, 1.681, -2.098], [0.551, -2.674, 5.713], [-2.805, 2.020, 2.818], [2.611, 1.147, 0.967], [0.700, -2.840, 0.402], [-4.678, 1.277, -1.934], [0.868, -2.935, 3.373], [3.378, 4.916, -0.705], [-0.495, -2.956, -5.485], [2.096, 0.053, -1.989], [2.227, -0.372, 1.596], [-1.741, 0.647, 5.697], [-0.557, -3.054, -4.409], [-0.367, -0.942, -4.074], [-1.142, 0.058, 3.733], [3.624, 2.246, -4.064], [1.608, -4.324, 4.816], [1.060, -3.407, 4.656], [-0.469, -0.485, -1.211], [-3.604, 2.134, -1.743], [0.691, -3.007, 6.733], [4.149, 0.400, -2.504], [-4.478, -0.095, -1.913], [5.551, 3.324, 0.318], [-1.619, -2.408, 0.623], [-2.661, 1.852, 4.184], [3.120, 0.698, -2.666], [3.119, 3.631, -0.113], [2.825, 1.732, -3.544]], "lowdin_charge": [0.08, -0.16, -0.04, 0.04, 0.13, -0.14, 0.11, -0.04, 0.12, -0.30, -0.20, -0.07, -0.58, -0.03, -0.37, -0.33, 0.13, 0.10, -0.08, -0.01, 0.81, -0.16, 0.12, -0.28, 0.02, 0.12, 0.10, -0.06, 0.13, 0.95, 0.11, 0.02, -0.02, 0.11, 0.54, 0.19, 0.19, -0.22, 0.13, 0.11, -0.07, -0.18, 0.11, 0.11, -0.01, -0.01, -0.69, -0.47, -0.06, -0.09, -0.17, 0.12, -0.10, 0.78, 0.12, -0.03, 0.11, -0.16, 0.12, 0.12, -0.01, 0.93, -0.06, 0.13, 0.12, -0.05, -0.16, -0.41, -0.01, -0.05, -0.17, -0.06], "e_lumo_ha": [-0.140, -0.163], "homo_energy_ev": [-10.0, -10.9], "relative_energy_kj_mol": 78.8, "multiplicity": 2, "energy_ha": -3445.0536, "total_charge": 1, "orbital_gap_ev": [6.21, 6.48]}

---

# 4
{"formula": "C36H25FO20", "method": "ωB97M-V with the def2-TZVPD basis set", "species": ["C", "C", "O", "H", "H", "C", "O", "C", "O", "C", "H", "C", "H", "C", "O", "H", "H", "C", "C", "H", "H", "O", "O", "C", "O", "H", "H", "C", "C", "C", "C", "C", "O", "O", "C", "C", "C", "O", "C", "H", "H", "C", "C", "O", "H", "O", "C", "O", "C", "C", "C", "C", "H", "O", "C", "C", "C", "C", "O", "H", "H", "H", "H", "C", "H", "H", "H", "O", "F", "C", "C", "H", "O", "C", "H", "H", "C", "O", "H", "O", "C", "O"], "xyz": [[-1.598, 0.445, -1.579], [-1.321, 3.826, 4.164], [0.545, 2.690, 0.358], [-0.435, 2.205, -1.998], [3.358, 4.244, -0.025], [-2.114, 5.670, 2.941], [3.355, -0.973, 1.331], [-3.332, 4.209, -7.488], [3.223, 4.263, 1.887], [3.382, 1.102, 0.208], [-2.954, 6.320, 2.695], [-2.401, 4.579, 3.718], [0.780, 3.714, 4.516], [3.414, 3.058, 1.804], [-2.945, 2.366, -4.326], [-2.668, 1.427, -4.165], [-1.941, -0.744, 1.700], [-0.858, 6.024, 2.577], [3.322, 0.849, 2.753], [-0.149, -2.671, 2.016], [3.433, -0.918, 3.239], [-1.955, 0.175, -2.768], [0.978, -3.285, 4.183], [1.410, -3.080, 0.569], [3.096, -4.057, -0.780], [0.835, 2.519, 1.318], [-3.403, 4.279, 4.034], [-1.353, -5.736, 2.206], [3.512, 2.454, 0.416], [3.332, -4.416, 1.569], [-0.492, 0.732, 1.157], [-2.261, -5.336, 1.288], [-2.678, -1.453, -0.757], [0.787, -6.340, 2.940], [3.439, 2.202, 2.963], [-2.772, 2.612, -5.630], [-1.577, -0.169, 0.849], [3.339, -0.081, 3.703], [3.336, 0.255, 1.366], [-0.689, -5.906, 3.871], [1.717, -3.542, 4.743], [-0.226, 1.748, 0.023], [-2.694, 3.343, -8.281], [-1.592, -5.759, 3.481], [-2.857, -1.369, -1.716], [3.530, -3.955, 3.949], [2.743, -3.863, 0.473], [-1.424, 1.391, -8.666], [0.101, -6.125, 1.928], [-1.933, 1.814, -6.431], [2.826, -4.027, 2.938], [0.836, -2.994, 1.911], [-3.742, 5.169, -7.806], [-2.483, -4.745, -1.077], [-0.750, 1.537, -1.218], [1.471, -3.436, 2.997], [-0.457, -5.700, -0.423], [0.437, -6.149, 0.489], [-0.179, -5.852, -1.740], [-3.253, -4.986, 1.532], [-1.299, 0.995, -6.065], [1.279, -6.764, 0.145], [-0.962, -5.484, -2.221], [0.289, 5.287, 3.107], [-0.716, 6.908, 1.932], [3.478, 0.631, -0.765], [2.353, -3.797, -1.329], [-2.597, 3.583, -9.597], [-1.525, 2.726, 4.930], [-2.033, 2.036, -7.847], [-3.489, 3.845, -6.044], [-2.015, 2.887, -9.922], [-4.157, 4.347, -5.171], [-1.853, -5.171, -0.111], [4.339, -4.861, 1.458], [1.350, 5.466, 2.959], [-1.921, -0.464, -0.433], [3.607, 3.405, -0.501], [3.579, 2.560, 3.994], [0.954, -2.662, -0.452], [-0.012, 4.187, 3.947], [0.303, 0.784, 2.057]], "lowdin_charge": [-0.26, -0.29, 0.14, 0.13, 0.13, -0.13, 0.10, 0.08, 0.08, 0.08, 0.11, -0.02, 0.11, -0.33, 0.09, 0.10, 0.13, -0.08, -0.21, 0.11, 0.09, 0.04, 0.16, -0.34, 0.12, 0.14, 0.13, -0.26, -0.23, 0.08, -0.30, 0.08, 0.15, 0.09, 0.07, -0.20, 0.07, 0.13, -0.31, 0.12, 0.12, -0.25, -0.23, 0.13, 0.13, 0.10, -0.26, 0.10, -0.26, 0.07, -0.29, 0.06, 0.13, 0.09, 0.07, -0.31, -0.21, 0.06, 0.09, 0.13, 0.13, 0.15, 0.13, -0.03, 0.11, 0.14, 0.11, 0.10, 0.05, -0.35, -0.32, 0.10, 0.13, -0.29, 0.14, 0.08, -0.26, 0.12, 0.14, 0.12, -0.03, 0.12], "e_lumo_ha": -0.073, "homo_energy_ev": -9.3, "energy_ha": -2991.3997, "smiles": "O=C1C=C(O)C(=O)C=C1O.O=C1C=C(O)C(=O)C=C1O.O=C1C=C(O)C(=O)C=C1O.O=C1C=C(O)C(=O)C=C1O.O=C1C=C(O)C(=O)C=C1O.Fc1ccccc1", "orbital_gap_ev": 7.32}